# C33H49Cl2FeGeN6O3Si3

A structure of composition C33H49Cl2FeGeN6O3Si3 (wB97M-V/def2-TZVPD, the Open Molecules 2025 dataset).

Element x y z (Å)
1 Fe 0.596 0.128 -0.167
2 Cl -2.138 5.887 1.939
3 C -2.207 4.165 1.729
4 C -1.019 3.446 1.686
5 C -1.015 2.077 1.482
6 N 0.178 1.329 1.373
7 C 1.159 1.520 2.261
8 O 1.194 2.266 3.239
9 C 2.366 0.678 1.935
10 C 3.500 0.720 2.727
11 C 4.611 -0.013 2.347
12 C 4.552 -0.752 1.174
13 C 3.381 -0.743 0.439
14 N 2.302 -0.053 0.814
15 C -2.253 1.405 1.335
16 C -3.430 2.122 1.433
17 C -3.415 3.500 1.612
18 Cl -4.927 4.348 1.680
19 N -2.224 0.002 1.200
20 C -1.482 -0.413 0.235
21 O -1.239 0.336 -0.893
22 C -0.695 -1.651 0.314
23 C -0.802 -2.511 1.435
24 C 0.006 -3.606 1.488
25 C 0.944 -3.829 0.452
26 C 1.007 -2.941 -0.583
27 N 0.187 -1.868 -0.699
28 H -0.085 3.970 1.838
29 H 3.469 1.338 3.613
30 H 5.511 -0.004 2.947
31 H 5.396 -1.334 0.832
32 H 3.286 -1.303 -0.483
33 H -4.378 1.608 1.385
34 H -1.516 -2.262 2.206
35 H -0.063 -4.299 2.316
36 H 1.594 -4.693 0.464
37 H 1.716 -3.079 -1.394
38 C -1.791 -1.470 -5.556
39 Si -1.065 -1.750 -3.839
40 C -1.542 -3.475 -3.285
41 C 0.786 -1.550 -3.981
42 Ge -2.106 -0.034 -2.527
43 Si -1.992 2.175 -3.427
44 C -0.333 2.502 -4.242
45 C -3.359 2.398 -4.692
46 C -2.230 3.325 -1.968
47 Si -4.348 -0.710 -2.032
48 C -5.028 -1.322 -3.675
49 C -4.382 -2.117 -0.797
50 C -5.414 0.705 -1.428
51 H -1.400 -2.219 -6.251
52 H -1.507 -0.486 -5.940
53 H -2.881 -1.537 -5.577
54 H -1.168 -4.209 -4.005
55 H -2.628 -3.582 -3.240
56 H -1.133 -3.721 -2.304
57 H 1.236 -2.413 -4.482
58 H 1.211 -1.433 -2.988
59 H 1.023 -0.653 -4.558
60 H -0.078 1.735 -4.976
61 H 0.457 2.524 -3.487
62 H -0.349 3.468 -4.755
63 H -3.219 1.740 -5.554
64 H -3.363 3.429 -5.058
65 H -4.342 2.192 -4.264
66 H -1.610 3.009 -1.124
67 H -3.266 3.323 -1.619
68 H -1.968 4.355 -2.227
69 H -4.518 -2.232 -4.002
70 H -4.949 -0.580 -4.474
71 H -6.087 -1.564 -3.549
72 H -3.656 -2.895 -1.047
73 H -5.375 -2.575 -0.781
74 H -4.152 -1.749 0.205
75 H -5.156 1.659 -1.891
76 H -5.308 0.822 -0.350
77 H -6.468 0.504 -1.638
78 C 1.538 3.322 -0.799
79 N 2.570 2.888 -1.725
80 C 3.584 3.893 -2.005
81 C 4.246 3.618 -3.335
82 C 4.784 2.207 -3.313
83 N 3.742 1.271 -2.926
84 C 4.007 -0.113 -3.259
85 C 2.666 1.599 -2.150
86 O 1.808 0.737 -1.878
87 H 0.951 4.127 -1.247
88 H 2.003 3.699 0.117
89 H 0.875 2.514 -0.515
90 H 4.328 3.916 -1.200
91 H 3.087 4.864 -2.013
92 H 5.052 4.329 -3.514
93 H 3.514 3.724 -4.139
94 H 5.634 2.135 -2.622
95 H 5.145 1.913 -4.300
96 H 4.015 -0.255 -4.342
97 H 3.238 -0.745 -2.836
98 H 4.985 -0.411 -2.866

Total charge: 0
Kohn-Sham gap (alpha / beta): 6.29 / 6.75 eV
E: -6970.7918 Ha
Spin multiplicity: 2
Expectation value of S²: 0.82
ΔE to the lowest compared entry with this formula, charge and spin: 2.2684 eV
Strongest force on any atom: 0.012 hartree/bohr

Here are the Löwdin charges for atoms 1 to 4, given in e: Fe 0.5210; Cl 0.6492; C -0.6885; C -0.0544

---

# C33H49Cl3CrN2O3PSi

A structure of composition C33H49Cl3CrN2O3PSi in a non-equilibrium geometry (wB97M-V/def2-TZVPD, the Open Molecules 2025 dataset).

Element x y z (Å)
1 C -1.230 4.285 -1.619
2 C -0.637 4.221 -0.255
3 H -2.075 4.978 -1.663
4 H -1.592 3.275 -1.852
5 H -0.501 4.551 -2.400
6 C -0.853 5.122 0.702
7 C -1.788 6.290 0.627
8 H -0.306 5.064 1.654
9 H -2.496 6.194 -0.197
10 H -1.277 7.255 0.517
11 H -2.371 6.339 1.554
12 Cr -0.416 -0.150 -0.446
13 Cl 1.369 0.323 -1.837
14 Cl -2.303 -0.796 -1.679
15 H 1.315 -5.232 -0.725
16 H 1.365 -4.962 -3.433
17 C 0.269 -4.946 -0.921
18 C 0.419 -4.411 -3.356
19 N 0.208 -3.956 -1.985
20 H -0.164 -4.521 -0.008
21 C 0.083 -2.670 -1.684
22 O -0.095 -2.242 -0.503
23 H 0.442 -3.550 -4.035
24 H 0.128 -1.938 -2.505
25 H -0.294 -5.833 -1.232
26 H -0.389 -5.091 -3.656
27 H -3.040 2.456 0.277
28 H -2.326 3.149 3.011
29 C -3.540 1.656 0.846
30 C -2.901 2.228 3.176
31 N -2.770 1.324 2.044
32 H -3.666 0.784 0.195
33 C -1.913 0.299 2.122
34 O -1.624 -0.484 1.175
35 H -2.522 1.716 4.064
36 H -1.465 0.187 3.138
37 H -4.515 2.035 1.181
38 H -3.953 2.484 3.310
39 O -0.685 1.906 -0.049
40 C 0.194 2.948 -0.012
41 C 0.728 2.775 2.554
42 C 1.115 3.066 1.243
43 H -0.262 2.328 2.723
44 C 1.595 3.071 3.620
45 H 0.903 2.920 -0.874
46 C 2.391 3.585 1.010
47 H 1.250 2.884 4.640
48 C 2.864 3.602 3.376
49 C 3.259 3.870 2.066
50 H 2.684 3.795 -0.022
51 H 3.521 3.824 4.214
52 H 4.241 4.290 1.861
53 Si -3.278 0.030 -3.870
54 Cl -2.904 1.936 -3.077
55 C -4.635 -1.010 -3.028
56 C -1.859 -0.828 -4.810
57 C -4.368 0.213 -5.532
58 H -4.554 -1.044 -1.930
59 H -4.527 -2.041 -3.389
60 H -5.637 -0.637 -3.263
61 H -5.410 0.516 -5.332
62 H -4.405 -0.776 -6.028
63 H -3.949 0.922 -6.261
64 H -0.972 -0.992 -4.177
65 H -1.556 -0.257 -5.701
66 H -2.242 -1.802 -5.154
67 C 3.014 0.160 1.746
68 P 1.635 -0.931 1.269
69 C 2.563 -2.435 0.734
70 C 3.020 -2.566 -0.587
71 C 3.813 -3.655 -0.952
72 C 4.151 -4.641 -0.016
73 C 3.674 -4.517 1.288
74 C 2.906 -3.418 1.671
75 C 0.918 -1.422 2.881
76 C 1.212 -0.810 4.109
77 C 0.615 -1.283 5.279
78 C -0.277 -2.359 5.244
79 C -0.600 -2.943 4.014
80 C -0.030 -2.458 2.843
81 H 3.462 0.516 0.809
82 H 3.732 -0.421 2.341
83 H 2.611 1.005 2.316
84 H 2.788 -1.787 -1.318
85 H 4.196 -3.726 -1.975
86 H 4.764 -5.497 -0.312
87 H 3.920 -5.271 2.029
88 H 2.590 -3.308 2.710
89 H 1.912 0.022 4.163
90 H 0.860 -0.815 6.232
91 H -0.738 -2.730 6.164
92 H -1.291 -3.782 3.966
93 H -0.314 -2.895 1.886

Total charge: 0
Kohn-Sham gap (alpha / beta): 7.66 / 8.65 eV
E: -4678.1483 Ha
Spin multiplicity: 4
Expectation value of S²: 3.80
ΔE to the lowest compared entry with this formula, charge and spin: 0.0000 eV
Strongest force on any atom: 0.061 hartree/bohr

Here are the Löwdin charges for atoms 1 to 4, given in e: C -0.0736; C -0.2366; H 0.0691; H -0.0424

---

# C33H49Cl3GaN2O3PSi

A structure of composition C33H49Cl3GaN2O3PSi in a non-equilibrium geometry (wB97M-V/def2-TZVPD, the Open Molecules 2025 dataset).

Element x y z (Å)
1 C -5.239 -1.268 -3.466
2 C -4.279 -0.188 -3.051
3 H -5.996 -0.955 -4.204
4 H -5.721 -1.590 -2.543
5 H -4.684 -2.101 -3.901
6 C -4.693 1.121 -3.027
7 C -5.990 1.577 -3.566
8 H -4.144 1.818 -2.393
9 H -6.804 1.275 -2.872
10 H -6.238 1.233 -4.589
11 H -6.015 2.671 -3.684
12 Ga -0.093 -0.847 1.993
13 Cl 0.839 -1.803 0.061
14 Cl -1.120 -1.840 3.601
15 H 4.113 -0.578 4.595
16 H 4.864 -3.139 2.769
17 C 3.429 -1.419 4.777
18 C 3.926 -3.411 3.279
19 N 3.171 -2.199 3.575
20 H 2.491 -1.034 5.194
21 C 2.336 -1.744 2.675
22 O 1.694 -0.641 2.838
23 H 3.330 -4.072 2.629
24 H 2.173 -2.371 1.796
25 H 3.883 -2.089 5.503
26 H 4.130 -3.918 4.224
27 H -3.731 0.734 2.121
28 H -3.776 2.575 0.261
29 C -3.074 1.442 2.668
30 C -3.008 3.101 0.853
31 N -2.253 2.201 1.727
32 H -2.420 0.927 3.377
33 C -0.992 1.887 1.453
34 O -0.249 1.107 2.144
35 H -2.315 3.657 0.218
36 H -0.606 2.345 0.540
37 H -3.712 2.162 3.193
38 H -3.552 3.825 1.472
39 O -3.494 -0.776 -1.782
40 C -2.772 -0.589 -2.916
41 C -1.753 1.609 -2.055
42 C -1.715 0.454 -2.862
43 H -2.280 1.548 -1.098
44 C -1.074 2.756 -2.450
45 H -2.563 -1.477 -3.518
46 C -0.692 0.377 -3.834
47 H -1.195 3.687 -1.908
48 C -0.187 2.711 -3.528
49 C 0.076 1.492 -4.146
50 H -0.508 -0.572 -4.337
51 H 0.341 3.579 -3.867
52 H 0.867 1.419 -4.895
53 Si -3.279 -2.543 0.522
54 Cl -1.780 -0.602 0.494
55 C -4.293 -2.367 2.110
56 C -1.820 -3.729 0.612
57 C -4.457 -3.064 -0.731
58 H -4.887 -1.432 2.117
59 H -3.795 -2.462 3.093
60 H -4.965 -3.240 2.030
61 H -5.221 -2.321 -0.924
62 H -4.966 -3.961 -0.377
63 H -3.945 -3.331 -1.650
64 H -1.179 -3.557 -0.272
65 H -2.270 -4.736 0.555
66 H -1.175 -3.690 1.508
67 C 2.249 2.464 0.980
68 P 2.352 1.342 -0.452
69 C 3.079 2.469 -1.696
70 C 3.134 3.859 -1.516
71 C 3.699 4.672 -2.498
72 C 4.175 4.113 -3.691
73 C 4.085 2.730 -3.893
74 C 3.536 1.912 -2.908
75 C 3.815 0.345 0.021
76 C 4.025 -0.871 -0.658
77 C 5.012 -1.757 -0.232
78 C 5.804 -1.442 0.877
79 C 5.641 -0.207 1.513
80 C 4.669 0.693 1.076
81 H 1.461 3.204 0.802
82 H 3.199 2.985 1.129
83 H 1.976 1.874 1.861
84 H 2.756 4.314 -0.601
85 H 3.766 5.748 -2.331
86 H 4.611 4.751 -4.458
87 H 4.446 2.287 -4.825
88 H 3.462 0.835 -3.071
89 H 3.382 -1.138 -1.497
90 H 5.159 -2.702 -0.759
91 H 6.554 -2.150 1.236
92 H 6.280 0.061 2.357
93 H 4.587 1.661 1.569

Total charge: 0
Kohn-Sham gap: 4.03 eV
E: -5558.2785 Ha
ΔE to the lowest compared entry with this formula, charge and spin: 0.0000 eV
Strongest force on any atom: 0.072 hartree/bohr

Here are the Löwdin charges for atoms 1 to 4, given in e: C -0.0254; C -0.3797; H 0.0801; H 0.0613